[1]
85
Properties=species:S:1:pos:R:3:lowdin_charge:R:1 method="wB97M-V/def2-TZVPD" gap_ev=7.8 lumo_ev=1.914 molar_mass_g_mol=576.435 total_charge=-1 e_homo_ev=-5.9 total_energy_ev=-75185.2907 e_above_lowest_ev=0.0000
C -0.709 4.200 -2.382 -0.061
C 0.111 4.028 -3.655 -0.251
O -0.545 3.274 -4.688 -0.192
P -0.663 1.680 -4.595 0.484
O 0.179 0.991 -5.575 -0.275
C -2.402 1.338 -4.827 -0.217
C -3.362 2.336 -4.142 -0.248
B -4.154 1.717 -2.867 -0.713
P -4.548 3.119 -1.584 0.678
O -4.481 4.526 -2.098 -0.508
S -5.733 0.825 -3.450 0.615
O -6.945 1.370 -2.920 -0.340
O -5.729 0.540 -4.851 -0.315
F -5.632 -0.627 -2.766 -0.238
O -0.259 1.231 -3.104 -0.224
C 1.154 1.021 -2.902 -0.283
C 1.455 -0.414 -2.557 -0.056
H -1.302 5.106 -2.399 0.079
H -1.367 3.357 -2.220 0.054
H -0.034 4.227 -1.530 0.077
H 1.103 3.639 -3.448 0.095
H 0.268 5.011 -4.090 0.113
H -2.520 1.425 -5.903 0.097
H -2.600 0.314 -4.534 0.095
H -4.077 2.706 -4.870 0.095
H -2.832 3.209 -3.778 0.053
H -3.473 0.878 -2.325 0.054
H -3.589 2.919 -0.558 -0.019
H -5.773 2.853 -0.932 -0.013
H 1.449 1.658 -2.068 0.115
H 1.737 1.349 -3.754 0.105
H 1.660 -0.994 -3.451 0.082
H 0.682 -0.868 -1.948 0.062
H 2.371 -0.424 -1.969 0.067
C 4.814 -5.331 -0.499 -0.073
C 4.511 -3.932 0.028 -0.434
C 3.632 -3.091 -0.907 -0.218
O 4.302 -2.561 -2.033 -0.198
C 4.420 -3.442 -3.134 -0.104
N 5.773 -3.263 0.359 0.036
H 5.567 -5.311 -1.286 0.063
H 5.203 -5.956 0.304 0.073
H 3.916 -5.807 -0.896 0.078
H 3.948 -4.048 0.958 0.134
H 3.278 -2.222 -0.345 0.117
H 2.742 -3.651 -1.223 0.123
H 3.542 -4.088 -3.224 0.092
H 5.321 -4.058 -3.066 0.073
H 4.495 -2.831 -4.033 0.089
H 5.573 -2.379 0.817 0.071
H 6.222 -3.001 -0.514 0.068
C -2.634 -1.971 2.152 -0.071
C -2.963 -0.501 2.393 -0.426
C -3.350 0.270 1.124 -0.214
O -2.262 0.615 0.296 -0.199
C -1.833 -0.413 -0.582 -0.107
N -1.839 0.126 3.097 0.041
H -1.651 -2.096 1.699 0.061
H -2.626 -2.514 3.098 0.071
H -3.373 -2.437 1.498 0.080
H -3.832 -0.467 3.058 0.133
H -3.797 1.221 1.428 0.117
H -4.111 -0.270 0.547 0.127
H -2.667 -1.034 -0.920 0.097
H -1.079 -1.042 -0.095 0.072
H -1.375 0.051 -1.453 0.058
H -2.097 1.075 3.355 0.075
H -1.093 0.249 2.416 0.071
C 0.895 0.920 7.567 -0.074
C 0.444 0.757 6.118 -0.437
C 1.082 -0.435 5.397 -0.207
O 2.427 -0.235 4.996 -0.190
C 3.400 -0.471 5.992 -0.115
N 0.659 2.020 5.408 0.043
H 1.897 1.342 7.635 0.062
H 0.224 1.598 8.093 0.073
H 0.890 -0.038 8.093 0.076
H -0.633 0.566 6.127 0.130
H 0.520 -0.601 4.475 0.103
H 0.999 -1.352 5.996 0.119
H 3.105 -1.293 6.651 0.088
H 3.592 0.422 6.593 0.073
H 4.327 -0.744 5.487 0.085
H 0.254 1.951 4.479 0.061
H 1.657 2.118 5.244 0.068

=====

[2]
15
Properties=species:S:1:pos:R:3:lowdin_spin:R:1 method="wB97M-V/def2-TZVPD" gap_ev="8.1 / 8.4" lumo_ev="-1.790 / -1.823" molar_mass_g_mol=313.145 multiplicity=5 e_homo_ev="-9.9 / -10.2" total_energy_ev=-75429.7929 e_above_lowest_ev=0.4073
Cr 1.554 -1.701 0.257 3.983
F 2.294 0.343 -1.932 -0.016
N -0.225 1.119 -0.177 0.000
S 1.169 0.947 0.645 0.007
O 1.477 2.226 1.279 -0.002
O 1.080 -0.232 1.594 0.044
C 2.397 0.143 -0.552 -0.073
F 3.602 0.674 -0.210 -0.012
S -0.996 -0.128 -0.749 0.011
O -0.168 -1.390 -0.729 0.055
O -1.644 0.160 -2.015 0.004
C -2.388 -0.483 0.442 0.001
F -1.972 -1.270 1.412 0.000
F -2.808 0.661 0.948 0.000
F -3.372 -1.069 -0.213 0.000

=====

[3]
36
Properties=species:S:1:pos:R:3:nbo_charge:R:1 method="wB97M-V/def2-TZVPD" gap_ev=7.9 lumo_ev=-0.392 molar_mass_g_mol=216.180 e_homo_ev=-8.3 total_energy_ev=-24944.0560 e_above_lowest_ev=17.6384
O -2.009 -1.892 -0.020 -1.016
H -2.083 -1.990 0.930 0.480
H -1.078 -1.731 -0.173 0.438
O 1.827 -1.664 0.813 -0.938
H 1.285 -1.000 1.239 0.488
H 2.042 -2.282 1.512 0.484
O -2.888 0.614 0.394 -0.934
H -3.579 1.174 0.041 0.460
H -2.342 0.401 -0.362 0.475
O 2.467 0.981 -1.483 -0.972
H 1.518 0.944 -1.370 0.432
H 2.771 0.104 -1.251 0.423
O 1.965 0.633 0.881 -0.896
H 2.186 -0.109 1.444 0.437
H 1.292 1.111 1.365 0.461
O -0.169 -0.965 -2.306 -0.881
H -0.105 -1.425 -1.469 0.473
H -0.249 -1.662 -2.957 0.499
O -0.850 -1.355 1.776 -1.011
H -0.990 -1.131 2.696 0.461
H -0.673 -0.516 1.350 0.470
O 0.393 0.799 -1.682 -0.874
H -0.370 1.255 -1.325 0.400
H 0.034 0.006 -2.080 0.443
O 1.056 2.887 0.603 -0.947
H 1.088 3.151 1.523 0.440
H 0.133 2.692 0.441 0.436
O 0.044 -2.132 -0.379 -0.921
H 0.369 -2.005 0.512 0.537
H 0.808 -2.432 -0.872 0.500
O -0.870 2.149 -0.034 -0.870
H -1.559 2.569 0.479 0.526
H -1.248 2.049 -0.908 0.493
O -0.185 -0.076 0.393 -1.042
H 0.531 0.049 -0.230 0.553
H -0.559 0.798 0.508 0.492

=====

[4]
17
Properties=species:S:1:pos:R:3:nbo_charge:R:1 method="wB97M-V/def2-TZVPD" gap_ev="7.3 / 7.3" lumo_ev="-0.116 / -0.115" molar_mass_g_mol=115.132 e_homo_ev="-7.4 / -7.4" total_energy_ev=-10912.8883 e_above_lowest_ev=3.6874
C 0.505 1.163 -0.030 0.182
C -0.918 1.466 0.111 -0.553
C 0.569 -2.046 0.606 -0.755
C 0.047 -1.014 -0.357 0.488
N 1.203 1.500 -1.124 -0.729
C -1.365 0.024 0.531 0.261
O 0.085 -1.146 -1.557 -0.597
O -1.392 -0.291 1.736 -0.676
H 1.063 0.936 0.871 0.224
H 0.691 1.656 -1.981 0.403
H 2.117 1.092 -1.260 0.401
H -1.372 1.785 -0.830 0.214
H -1.158 2.159 0.918 0.245
H -2.101 -0.357 -0.204 0.173
H 0.693 -1.624 1.605 0.241
H 1.507 -2.466 0.244 0.226
H -0.175 -2.837 0.719 0.253

=====

[5]
16
Properties=species:S:1:pos:R:3:nbo_charge:R:1 method="wB97M-V/def2-TZVPD" gap_ev=6.8 lumo_ev=-1.747 molar_mass_g_mol=434.586 e_homo_ev=-8.5 total_energy_ev=-101478.8510 smiles=C[C@H](I)[C@@H](I)BP(O)Br
C 2.482 -0.345 0.101 -0.666
C 0.839 -0.307 0.412 -0.375
I 0.153 -2.383 0.277 0.135
C 0.186 0.714 -0.691 -0.729
I 0.243 -0.151 -2.742 0.139
B -1.306 1.292 -0.314 0.331
P -2.645 0.425 0.743 0.691
O -3.098 -1.120 -0.007 -0.966
Br -1.840 -0.104 2.847 -0.216
H 2.889 -1.229 0.793 0.228
H 2.718 -0.693 -1.007 0.232
H 3.028 0.642 0.411 0.220
H 0.751 0.175 1.489 0.253
H 0.909 1.663 -0.732 0.262
H -1.601 2.356 -0.779 -0.041
H -3.708 -0.936 -0.801 0.501